[1]
67
Properties=species:S:1:pos:R:3:nbo_charge:R:1 method="wB97M-V/def2-TZVPD" total_charge=+1 multiplicity=2 max_force_ha_per_bohr=0.07295 e_tot_ha=-3000.03549 molar_mass_g_mol=615.6
Yb 0.50 2.74 0.38 0.8493
P -1.98 0.52 -0.95 0.7817
P 0.14 -2.51 -0.77 1.3102
O 0.16 1.29 1.78 -0.8391
N 0.04 -0.21 -3.64 -0.6191
N -1.03 0.54 3.51 -0.5539
C 1.52 -3.11 0.21 -0.9785
C -1.71 1.50 -3.48 -0.0587
C 1.14 -0.12 5.80 -0.4014
C 1.75 1.67 -2.21 -0.3147
C 1.25 -0.60 -3.16 0.2190
C 0.42 -2.90 -2.53 -0.7167
C 1.55 -2.00 -2.99 -0.1198
C 2.23 0.32 -2.67 -0.1361
C 0.23 3.46 -3.21 -0.2507
C 0.10 0.54 2.82 0.7520
C -1.98 2.30 -0.45 -1.0004
C -1.41 -3.11 -0.12 -0.9848
C 3.55 -0.11 -2.53 -0.1749
C 3.89 -1.43 -2.83 -0.2848
C -0.29 0.40 5.88 -0.4185
C -2.65 0.61 -2.72 -0.6885
C -2.00 2.80 -3.87 -0.2163
C 2.89 -2.39 -3.02 -0.2003
C -0.31 1.10 -3.48 0.2101
C -1.02 3.79 -3.74 -0.2635
C 1.28 -0.26 3.24 -0.5130
C -3.55 0.03 -0.16 -0.9417
C 0.58 2.12 -3.04 -0.1522
C -1.23 -0.15 4.81 -0.2302
C 1.91 0.27 4.54 -0.3932
H 2.01 -0.22 2.43 0.2546
H -4.35 0.74 -0.42 0.2328
H -1.83 0.98 3.05 0.4226
H -3.02 3.05 -4.17 0.2201
H -1.86 2.39 0.65 0.2222
H 1.69 0.28 6.67 0.2338
H 1.45 -2.71 1.23 0.2515
H 2.03 1.36 4.49 0.2216
H 1.14 -1.21 5.90 0.2009
H -1.66 -2.56 0.80 0.2622
H -3.69 0.97 -2.71 0.2286
H -0.51 -2.66 -3.08 0.2892
H 3.13 -3.45 -3.12 0.2142
H -2.97 2.71 -0.70 0.2679
H -3.42 0.02 0.93 0.2151
H -2.59 -0.42 -3.12 0.2522
H -1.26 2.94 -1.03 0.2356
H -3.84 -0.98 -0.49 0.2382
H 0.67 -3.97 -2.61 0.2570
H 0.96 -1.31 3.36 0.2258
H 4.94 -1.73 -2.86 0.2216
H -1.30 -4.18 0.11 0.2688
H -1.25 4.82 -4.01 0.2241
H 4.31 0.62 -2.21 0.2144
H -0.71 0.14 6.86 0.2348
H 0.11 -1.09 -0.68 0.0565
H 0.96 4.23 -2.95 0.2201
H -0.29 1.50 5.83 0.2182
H 2.93 -0.14 4.62 0.2347
H -1.08 -1.23 4.68 0.2019
H 1.33 1.50 -0.94 -0.0233
H -2.27 0.02 5.11 0.2339
H 2.54 2.42 -2.17 0.2367
H -2.21 -2.97 -0.86 0.2778
H 1.48 -4.20 0.25 0.2635
H 2.47 -2.79 -0.23 0.2991

[2]
78
Properties=species:S:1:pos:R:3:mulliken_charge:R:1 method="wB97M-V/def2-TZVPD" total_charge=+1 multiplicity=1 max_force_ha_per_bohr=0.03387 e_tot_ha=-2837.42041 molar_mass_g_mol=634.7
S -3.96 -1.54 3.36 1.2311
S -2.70 -4.98 -0.71 1.2382
O -5.00 -2.48 4.07 -0.2785
O 5.91 0.70 -1.91 -0.4778
O 6.26 6.59 -2.45 -0.4272
O -0.03 0.55 0.58 -0.4523
O -3.37 -2.20 2.22 -0.5529
O -1.32 -4.66 -0.94 -0.6785
O -3.05 -5.78 0.42 -0.6113
O -0.93 4.38 -2.88 -0.3321
O 5.20 0.62 0.22 -0.2570
O 4.36 5.45 -2.12 -0.3319
O -3.30 -5.62 -2.03 -0.2754
O -4.53 -0.24 3.17 -0.7059
N 4.44 2.16 2.52 -0.5464
N 1.14 1.86 -2.20 0.6873
N -0.18 2.13 -2.59 -1.1733
C -2.85 -8.04 -1.90 -0.9873
C 0.16 0.11 -0.74 -1.4580
C -2.78 -1.50 4.66 -1.0021
C 4.60 3.16 -2.92 -0.2210
C 2.62 0.55 -0.97 -0.7364
C -0.70 1.76 0.67 0.5811
C 4.27 4.60 -3.26 -0.8138
C -2.75 2.97 0.82 -0.6293
C -6.34 -2.58 3.52 -0.3960
C -0.53 3.31 -2.69 0.6601
C -2.06 4.17 0.80 -0.6056
C -2.58 -6.73 -2.62 -0.3719
C -0.67 4.16 0.74 -0.6184
C -2.08 1.76 0.75 -0.5404
C 5.79 1.65 2.33 -0.8198
C 5.07 0.85 -1.08 -0.4665
C 5.62 5.85 -1.79 0.1780
C -3.65 -3.51 -0.70 -0.5863
C 3.68 1.26 -1.48 1.0446
C 3.47 2.33 -2.35 0.5561
C 2.16 2.58 -2.69 -0.2983
C 1.32 0.85 -1.34 0.7269
C 6.21 1.44 0.89 -0.1589
C -6.40 -3.49 2.31 -0.7915
C 0.01 2.95 0.68 -0.3327
H -3.37 -2.97 0.21 0.0612
H -6.94 -2.97 4.34 0.2819
H -0.11 5.08 0.75 0.4541
H -4.70 -3.77 -0.68 0.3380
H -2.40 -8.86 -2.47 0.3877
H 5.88 0.70 2.84 0.4190
H -3.83 2.96 0.89 0.4657
H 5.98 5.44 -0.84 0.3855
H 3.78 1.39 2.54 0.3048
H 6.50 2.35 2.76 0.3453
H -2.59 5.11 0.85 0.4340
H -2.61 0.82 0.77 0.5757
H 0.43 -0.94 -0.68 0.5628
H -0.74 0.24 -1.34 0.4378
H 6.30 2.40 0.38 0.1543
H 2.77 -0.26 -0.27 0.6544
H -5.95 -4.45 2.53 0.2961
H -1.52 -6.49 -2.65 0.3374
H -2.94 -6.77 -3.65 0.2743
H 4.96 2.65 -3.81 0.3860
H -7.44 -3.64 2.03 0.4203
H 1.09 2.92 0.65 0.6165
H -2.46 -2.51 4.88 0.3336
H -5.87 -3.05 1.47 0.0997
H -3.92 -8.21 -1.81 0.2647
H -3.23 -1.03 5.52 0.3672
H 4.16 2.77 1.77 0.1953
H 4.97 4.95 -4.02 0.3556
H -3.41 -2.93 -1.59 0.3725
H -1.93 -0.91 4.30 0.3162
H 5.41 3.15 -2.19 0.2685
H 1.91 3.37 -3.38 0.4558
H 7.16 0.91 0.83 0.3222
H 3.28 4.74 -3.68 0.4543
H -6.70 -1.57 3.29 0.3317
H -2.42 -8.04 -0.90 0.3011

[3]
71
Properties=species:S:1:pos:R:3:mulliken_charge:R:1 method="wB97M-V/def2-TZVPD" total_charge=+4 multiplicity=1 max_force_ha_per_bohr=0.02568 e_above_lowest_kj_mol=33.6 e_tot_ha=-2518.12994 molar_mass_g_mol=619.7
Ru -0.23 -0.46 -0.02 -0.1773
S 1.59 -1.55 -0.30 -0.4516
P -1.61 -2.21 -0.91 1.8551
P -1.14 -1.25 2.04 1.9360
O -0.28 4.64 -4.62 -0.4841
O 0.52 6.36 0.75 -0.4865
N -0.25 0.69 -1.74 0.2791
N 3.31 -1.41 1.78 -0.0993
N 0.16 1.47 0.73 0.2401
N 4.19 -0.90 -0.29 -0.2362
C -3.03 -1.56 -1.81 -1.2892
C 0.54 4.14 1.49 0.1166
C 0.05 -1.67 3.35 -1.5828
C -0.35 2.40 -3.94 0.1959
C -0.45 3.34 -5.10 -0.5056
C 0.58 3.11 2.43 -1.3121
C -0.14 2.89 -2.65 -0.6385
C -2.28 -3.18 0.44 0.2782
C -3.33 -4.63 2.56 -0.8838
C 4.60 -1.34 2.49 -1.1814
C -3.55 -5.05 1.25 -0.8886
C -2.07 -2.75 1.75 0.1819
C 0.39 1.81 2.02 -0.4430
C 3.18 -1.22 0.48 0.9938
C 0.73 5.57 1.88 -0.5123
C -2.33 -0.08 2.74 -1.2655
C 0.13 2.47 -0.19 0.3530
C -0.47 1.02 -4.10 -1.2505
C -0.10 2.03 -1.58 0.2483
C -2.60 -3.48 2.82 -0.9890
C 4.21 -0.71 -1.75 -0.8639
C -0.78 -3.40 -2.00 -1.4399
C -0.42 0.21 -3.00 -0.6265
C -3.02 -4.34 0.19 -0.9876
C 0.31 3.79 0.16 -0.6135
H 2.50 -1.72 2.29 0.0735
H -0.02 3.96 -2.52 0.7937
H -4.13 -5.94 1.06 0.4667
H -0.60 0.57 -5.08 0.5515
H 0.63 7.29 0.95 0.3504
H 4.16 0.35 -1.99 0.3244
H -0.35 5.28 -5.34 0.3499
H -1.55 -4.04 -2.44 0.5081
H -3.73 -5.20 3.39 0.4646
H 5.14 -1.12 -2.13 0.3456
H -3.73 -2.38 -1.96 0.5056
H 1.74 5.68 2.29 0.3745
H 5.09 -0.78 0.17 0.2578
H 0.27 4.58 -0.57 0.8147
H 0.76 3.31 3.48 0.5513
H 0.30 3.05 -5.85 0.3984
H -2.93 -0.63 3.47 0.5306
H -0.51 -1.83 4.27 0.4866
H -1.84 0.75 3.25 0.4345
H -2.99 0.31 1.97 0.4135
H 5.04 -0.35 2.38 0.4296
H 0.04 5.80 2.70 0.3887
H -1.43 3.18 -5.58 0.3898
H -2.75 -1.16 -2.78 0.4441
H 0.77 -0.88 3.53 0.5463
H 5.28 -2.10 2.12 0.4276
H 3.38 -1.24 -2.22 0.3651
H -0.10 -4.02 -1.41 0.4573
H -2.46 -3.16 3.84 0.3816
H 4.41 -1.51 3.55 0.3723
H 0.56 -2.59 3.08 0.5261
H -3.54 -0.78 -1.24 0.4360
H -0.49 -0.86 -3.10 0.8386
H -3.20 -4.68 -0.82 0.3955
H 0.44 1.01 2.73 0.6939
H -0.23 -2.93 -2.81 0.4420

[4]
70
Properties=species:S:1:pos:R:3:nbo_charge:R:1 method="wB97M-V/def2-TZVPD" multiplicity=1 max_force_ha_per_bohr=0.36002 e_above_lowest_kj_mol=2523.2 e_tot_ha=-1891.49232 molar_mass_g_mol=488.7
S 2.88 -1.92 -2.69 2.2137
O -2.93 2.80 2.09 -0.7899
O 3.42 -1.75 -4.00 -0.8814
O -0.93 -0.93 0.70 -0.6963
O 1.97 -3.35 -2.41 -0.9011
N -2.46 0.45 2.48 -0.5729
N 0.03 2.82 -0.77 -0.3787
N -6.16 -0.36 3.61 -0.4914
N 4.34 -2.24 -1.65 -0.6025
C 5.38 -1.33 -1.97 -0.2555
C 4.12 -2.87 -0.53 -0.1706
C -7.47 0.00 3.24 -0.2258
C -2.23 1.50 1.79 0.6555
C 0.26 4.03 -1.20 -0.2560
C 6.06 -0.53 0.25 -0.3627
C 0.76 1.61 -1.15 0.2374
C -0.50 0.42 0.38 0.4796
C -5.19 -0.23 2.64 -0.1893
C 4.91 -1.38 1.17 -0.3457
C 1.01 -0.69 -1.18 0.0322
C 3.83 -1.91 0.76 -0.5246
C -6.85 -1.94 5.51 -0.6236
C -3.70 0.36 3.22 -0.2513
C -6.12 -1.62 4.28 -0.1748
C -0.25 4.31 -2.63 -0.1951
C -7.94 -0.99 2.23 -0.6430
C 1.65 1.87 -2.36 -0.1577
C 5.56 -0.39 -1.00 -0.4736
C -1.00 2.76 -0.03 0.2008
C 2.13 -0.81 -2.06 -0.5923
C -1.22 1.58 0.70 -0.3094
C 0.54 4.95 -3.56 -0.3862
C 2.44 0.47 -2.74 -0.0525
C 0.41 0.35 -0.79 -0.2302
H -8.19 -1.97 2.26 0.2212
H 0.80 -1.73 -0.75 0.2972
H 5.16 -3.29 0.02 0.1694
H -5.45 0.37 1.80 0.2105
H -8.08 0.02 4.27 0.2105
H 1.68 5.43 -3.12 0.1987
H 1.95 2.66 -2.77 0.1860
H -4.00 1.45 3.57 0.2624
H 4.56 -0.27 1.87 0.1544
H -6.54 -2.69 3.62 0.1240
H 5.46 -1.96 2.16 0.2126
H -7.45 0.96 2.70 0.2189
H 6.66 0.20 0.70 0.2381
H -6.56 -2.76 6.10 0.2323
H 6.80 -1.48 0.11 0.1793
H 4.77 0.40 -0.90 0.2048
H 3.25 0.73 -3.36 0.2245
H -8.97 -0.65 1.76 0.2103
H 6.27 -2.13 -2.03 0.2117
H -3.40 -0.39 4.02 0.1896
H -1.08 3.84 -2.69 0.1867
H 3.15 -2.43 1.34 0.2412
H 5.19 -1.06 -3.17 0.2747
H -7.25 -1.00 1.15 0.2001
H 6.31 0.41 -1.45 0.2185
H -1.41 3.68 0.47 0.2901
H 3.49 -3.59 -0.43 0.2278
H -4.76 -1.19 2.19 0.1776
H -6.41 -0.98 6.15 0.1864
H -4.98 -1.83 4.55 0.2040
H 1.45 4.38 -1.22 0.2112
H 0.27 5.14 -4.67 0.2346
H -0.08 4.96 -0.63 0.2631
H 3.24 -1.07 0.39 0.1886
H -7.90 -1.89 5.36 0.2026
H -2.05 -0.35 2.00 0.4513

[5]
70
Properties=species:S:1:pos:R:3:nbo_charge:R:1 method="wB97M-V/def2-TZVPD" smiles="CN(C[C@H](Cc1ccccc1)N(C[C@H](Cc1ccccc1)N(CCC(C)(C)C)N=O)N=O)N=O" multiplicity=1 max_force_ha_per_bohr=0.02221 e_above_lowest_kj_mol=538.0 e_tot_ha=-1528.30611 molar_mass_g_mol=468.6
O -0.72 -0.53 -4.68 -0.4178
O 3.73 -2.72 -1.01 -0.4288
O -2.50 -3.31 0.34 -0.4325
N 2.93 -1.95 -1.54 0.2237
N -0.98 -0.35 -2.53 -0.2298
N 2.17 -1.23 -0.77 -0.2272
N -3.10 -1.87 -1.17 -0.2116
N -2.65 -2.14 0.02 0.2170
N -1.38 -0.08 -3.75 0.2211
C -3.41 3.30 2.13 -0.2163
C -0.23 -2.97 3.18 -0.6102
C -3.42 -2.87 -2.17 -0.4637
C 4.48 3.08 0.11 -0.2175
C 2.88 1.51 -1.54 -0.0448
C 1.24 -0.34 -1.44 -0.0301
C 5.01 1.96 -0.51 -0.2178
C 2.20 -1.27 0.68 -0.2651
C 4.21 1.18 -1.33 -0.1568
C 2.06 -2.05 3.55 -0.6148
C -1.62 2.37 0.83 -0.2190
C 1.99 0.62 -2.37 -0.4327
C 0.16 -0.52 3.01 -0.6168
C -3.75 2.74 -0.18 -0.1624
C 0.77 -1.90 2.75 -0.0295
C -1.92 1.72 -1.57 -0.4285
C 3.16 3.42 -0.10 -0.2056
C -2.44 2.30 -0.29 -0.0527
C 1.03 -2.08 1.24 -0.4032
C 2.36 2.64 -0.92 -0.2206
C 0.18 -1.15 -2.20 -0.2744
C -2.10 2.86 2.03 -0.1863
C -3.20 -0.47 -1.49 -0.2410
C -1.81 0.19 -1.47 -0.0445
C -4.23 3.24 1.02 -0.2190
H 0.75 0.24 -0.65 0.2125
H -0.92 2.12 -1.78 0.2215
H -3.19 -3.84 -1.73 0.2526
H 1.33 2.92 -1.09 0.2027
H 0.82 0.28 2.69 0.1966
H -2.56 1.98 -2.41 0.2297
H -1.12 -2.96 2.54 0.2296
H -1.44 2.91 2.89 0.2161
H 3.15 -1.73 0.95 0.2482
H 2.59 0.04 -3.07 0.2402
H 4.62 0.30 -1.80 0.2111
H 2.55 -2.99 3.30 0.2107
H -1.35 -0.08 -0.51 0.2349
H 0.59 -1.51 -3.15 0.2621
H -4.48 -2.83 -2.42 0.2132
H -0.79 -0.41 2.48 0.2124
H -0.59 2.04 0.76 0.2071
H -4.40 2.71 -1.05 0.2015
H 2.74 4.30 0.37 0.2142
H -3.83 0.03 -0.75 0.2299
H -2.83 -2.71 -3.07 0.2164
H -0.14 -2.01 -1.61 0.2202
H -0.03 -0.39 4.07 0.2124
H -3.64 -0.36 -2.49 0.2296
H 2.19 -0.24 1.04 0.2072
H 5.10 3.69 0.75 0.2149
H 0.22 -3.96 3.10 0.2064
H 1.22 -3.14 1.04 0.2197
H 1.84 -2.06 4.61 0.2112
H 6.04 1.69 -0.35 0.2161
H -5.25 3.59 1.08 0.2152
H -3.78 3.69 3.06 0.2166
H 2.75 -1.23 3.36 0.2039
H 1.27 1.22 -2.93 0.2213
H 0.11 -1.81 0.71 0.1985
H -0.54 -2.81 4.21 0.2031

[6]
74
Properties=species:S:1:pos:R:3:mulliken_charge:R:1 method="wB97M-V/def2-TZVPD" multiplicity=1 max_force_ha_per_bohr=0.03058 e_above_lowest_kj_mol=0.0 e_tot_ha=-4627.29472 molar_mass_g_mol=1006.0
Bi -0.20 -0.30 0.45 1.1532
I -3.21 -0.27 -1.93 0.1357
I 2.62 -2.73 0.98 -0.0421
Ge -0.62 1.43 3.56 0.3865
P 1.12 2.48 -0.42 0.6787
O -0.72 -6.93 -0.98 -0.5311
O -1.53 -1.82 1.31 -1.0607
N -0.81 -2.26 -1.23 0.0621
N -0.13 3.85 -2.50 0.1574
N 2.19 3.10 -2.97 0.1353
N 1.75 5.00 -1.44 0.1202
N -1.47 -4.88 3.03 -0.6820
C 1.89 -1.04 -0.10 -1.5240
C -0.12 -0.51 -4.96 -0.3911
C -2.34 1.67 2.74 -0.9685
C -0.86 0.76 5.38 -1.2275
C -2.35 -2.73 3.74 -0.6998
C 0.14 -6.26 -0.05 -1.1759
C -1.70 -3.63 2.74 0.3492
C 1.76 4.22 -0.19 -0.9493
C -1.33 -3.08 1.49 1.0563
C 0.75 -1.49 -4.51 -0.9053
C -1.48 -0.79 -3.03 -0.6077
C -0.60 -1.79 -2.52 0.3144
C -0.70 -3.47 -0.87 -0.6169
C 0.44 5.10 -2.02 -1.1024
C 0.51 0.16 2.57 -1.1484
C -0.88 -3.96 0.49 -0.0975
C 2.62 4.39 -2.45 -0.9573
C -0.57 -5.29 0.85 0.5827
C -0.38 2.91 -1.39 -0.3318
C -1.27 -0.17 -4.24 -0.3794
C 0.53 -2.13 -3.28 -0.1996
C 0.81 3.29 -3.48 -0.7345
C 0.28 3.15 3.71 -1.0284
C 2.19 2.06 -1.90 -0.7557
C -0.84 -5.68 2.13 -0.6507
H -0.86 2.04 -1.83 0.0432
H -1.13 3.35 -0.70 0.3171
H 2.77 4.17 0.20 0.4762
H -1.42 -7.32 -0.47 0.3704
H -2.96 2.27 3.40 0.4679
H 1.83 1.11 -2.28 0.0773
H 0.46 5.80 -2.84 0.3450
H 1.15 4.70 0.58 0.3216
H 0.24 3.71 2.78 0.1741
H 0.60 -0.78 3.12 0.5863
H -1.99 0.52 -4.64 0.4470
H 0.40 2.35 -3.87 0.0863
H 2.60 -0.26 0.15 0.7440
H -2.67 -3.29 4.63 0.3953
H 3.64 4.30 -2.05 0.3837
H 2.62 5.12 -3.27 0.3711
H 1.62 -1.71 -5.10 0.3743
H -0.43 -4.21 -1.63 0.7917
H -0.23 3.75 4.48 0.4078
H 0.69 -6.99 0.53 0.4250
H 2.06 -1.31 -1.16 0.4946
H -0.28 5.54 -1.29 0.3841
H 0.86 4.02 -4.28 0.3758
H -1.49 -0.14 5.36 0.3252
H 0.04 -0.04 -5.94 0.4379
H -1.29 1.51 6.05 0.4016
H 0.85 -5.73 -0.64 0.3882
H 1.22 -2.83 -2.83 0.5309
H -3.20 -2.23 3.29 0.2899
H 1.30 2.95 4.01 0.3642
H 3.21 1.90 -1.55 0.4672
H -2.86 0.74 2.51 0.2622
H 0.13 0.50 5.78 0.3749
H -1.67 -1.93 4.06 -0.1878
H -2.24 2.21 1.80 0.2332
H -0.59 -6.68 2.45 0.3808
H 1.53 0.55 2.45 0.5082